(1)
ORCA calculation (wB97M-V/def2-TZVPD) on a cluster of 2 separate species, C19H32N2O5 in total at a distorted geometry.

The geometry in XYZ format:
```
58
Properties=species:S:1:pos:R:3:mulliken_charge:R:1
H 3.23196 -3.34123 1.59112 0.27
N 3.01758 -2.78589 0.73315 -0.51
C 2.43824 -1.67575 1.13285 -0.27
C 1.91821 -0.49113 0.20125 -0.67
C 1.46044 -0.93041 -1.26440 1.95
C 0.24361 -1.95906 -1.45983 -1.28
C -0.56218 -2.32657 -0.11803 -0.33
C -1.94636 -3.06006 -0.53190 0.23
C -2.20030 -4.27411 0.52914 -1.36
C -3.17988 -2.04310 -0.32295 -0.75
C -3.05337 -0.69520 -1.21101 0.28
C -4.10514 0.38581 -0.64614 -0.80
C -4.02972 0.93591 0.65698 0.75
C -2.74872 0.92241 1.61387 -0.80
C -5.34535 1.68943 1.22356 -1.19
O 2.56489 -1.61965 -1.96549 -0.52
C 2.90813 -1.16146 -3.26569 0.55
O 3.76638 -1.71482 -3.97796 -0.55
O 2.05576 -0.04405 -3.54067 -0.43
C 1.35342 0.31419 -2.31067 0.04
O 2.04719 1.53866 -1.95469 -0.51
O 0.04349 0.80066 -2.65003 -0.50
H 2.28043 -1.55786 2.27302 0.33
H 1.06680 0.12841 0.67922 0.30
H 2.80221 0.24265 0.08421 0.23
H -0.52987 -1.64411 -2.24213 0.34
H 0.69510 -2.95012 -1.85058 0.33
H 0.05875 -3.13826 0.42614 0.43
H -0.70145 -1.46023 0.61355 0.03
H -1.88836 -3.51050 -1.58526 0.38
H -3.30071 -4.63224 0.50974 0.37
H -1.95389 -3.84678 1.57371 0.28
H -1.52862 -5.17731 0.32742 0.35
H -3.13847 -1.73016 0.79205 0.10
H -4.19888 -2.56847 -0.45533 0.36
H -3.36052 -0.97917 -2.27290 0.38
H -2.01686 -0.20688 -1.14292 -0.19
H -4.96108 0.73125 -1.33664 0.18
H -1.84521 1.41240 1.08391 0.09
H -2.39900 -0.11981 1.93224 0.16
H -3.00672 1.51308 2.57430 0.38
H -5.81464 2.34939 0.40231 0.31
H -6.06970 0.85064 1.55374 0.24
H -5.00656 2.32773 2.11244 0.33
H 1.51810 2.04479 -1.30067 0.30
H -0.20711 0.50871 -3.56425 0.35
C 2.59661 4.39158 0.90296 -1.00
C 3.95460 4.29784 1.59085 -0.48
C 4.64431 2.95057 1.36473 -0.34
C 3.79421 1.84252 1.91713 0.27
N 3.12402 0.97012 2.34979 -0.48
H 1.89360 3.65218 1.29636 0.30
H 2.15511 5.37753 1.06662 0.36
H 2.69242 4.23640 -0.17645 0.21
H 3.82162 4.47096 2.66356 0.30
H 4.60005 5.09649 1.21398 0.32
H 5.61641 2.93682 1.86408 0.30
H 4.80901 2.77752 0.29744 0.30
```

SMILES string: [H]/N=C/C[C@]1(CC[C@@H](C)CCC=C(C)C)OC(=O)OC1(O)O.CCCC#N
E_tot, a.u.: -1228.7160
Energy above the lowest of the compared OMol25 structures with the same formula, charge and spin, kcal per mole: 187.30

---

(2)
ORCA calculation (wB97M-V/def2-TZVPD) on a structure of composition C57H49N7O4PRu.

The geometry in XYZ format:
```
119
Properties=species:S:1:pos:R:3:mulliken_charge:R:1
Ru 1.11989 -0.44734 -0.15300 1.71
C -2.28644 -5.00356 -1.79230 -1.44
C -2.42242 -3.54430 -1.34969 -0.20
C -2.33143 -2.56239 -2.49416 0.66
C -3.42080 -2.43138 -3.34428 -0.67
C -3.44752 -1.47282 -4.34074 -1.19
C -2.37226 -0.61124 -4.47595 -0.60
C -1.26296 -0.71016 -3.64688 0.62
C -0.10795 0.23176 -3.86016 0.61
C 0.81099 -0.24795 -4.98696 -1.28
C -1.23453 -1.70637 -2.66452 -1.20
N -0.12347 -1.84686 -1.79348 1.51
C 0.57505 -2.89306 -1.90791 -1.57
C 1.65773 -3.28002 -0.95504 -0.23
C 4.13344 -3.60536 -0.65610 -0.24
C 3.69804 -3.69499 0.75835 -2.13
C 2.58974 -3.00616 1.13851 -0.35
N 1.60795 -2.57285 0.29849 0.86
H -2.36760 -5.67374 -0.93459 0.40
H -1.32436 -5.18002 -2.27645 0.31
H -3.06938 -5.26304 -2.50589 0.40
H -1.66866 -3.31154 -0.59717 -0.33
H -3.39698 -3.40500 -0.87510 0.64
H -4.27659 -3.08156 -3.19566 0.45
H -4.30755 -1.38683 -4.99308 0.36
H -2.38124 0.15798 -5.24060 0.50
H 0.45588 0.33946 -2.93606 -1.09
H -0.50144 1.21738 -4.12022 0.73
H 1.27735 -1.20333 -4.73338 0.20
H 1.59850 0.48278 -5.17057 0.37
H 0.23906 -0.38381 -5.90684 0.45
H 0.39712 -3.60189 -2.72399 0.59
H 5.08531 -3.09421 -0.77798 0.45
H 4.40677 -4.04769 1.49634 0.33
H 2.42383 -2.80001 2.19686 0.19
O 3.11595 2.62586 -2.57948 -0.82
C 2.68667 1.59929 -2.06106 -0.26
O 1.89271 1.49902 -1.07374 -0.16
C 3.20403 0.26891 -2.63749 0.16
C 4.09378 0.26067 -3.70124 -1.46
C 4.63071 -0.94206 -4.12218 -1.38
C 4.29860 -2.11510 -3.44849 1.57
C 4.89532 -3.41150 -3.75614 -1.05
C 4.65555 -4.50690 -3.02662 -1.10
C 3.77976 -4.49319 -1.84137 -0.17
C 3.03313 -3.19741 -1.60454 1.01
C 3.35236 -2.01409 -2.41829 -1.07
N 2.81404 -0.85539 -2.03554 1.83
H 4.35313 1.20355 -4.16142 0.64
H 5.32635 -0.97471 -4.95298 0.45
H 5.54992 -3.46919 -4.61847 0.41
H 5.08861 -5.45849 -3.31264 0.46
H 3.26738 -5.42370 -1.62384 0.50
H 1.49683 -4.35271 -0.74128 1.12
N 1.85185 -0.22390 3.15249 0.11
P 0.41854 -0.54516 2.28253 1.95
C -0.25210 -1.84696 3.38049 0.25
C -0.57538 -1.54745 4.70442 -0.70
C -1.06102 -2.53774 5.54209 -0.83
C -1.23487 -3.82946 5.06112 -0.54
C -0.92482 -4.12905 3.74318 -0.78
C -0.43715 -3.13869 2.90124 0.11
C -0.62221 0.88769 2.67800 0.64
C -2.04267 0.60498 2.56083 -1.49
C -3.06315 1.46343 2.62023 -1.15
C -1.93399 3.63057 1.83339 -0.36
C -0.42786 3.34712 2.10860 -0.53
C 0.00184 2.08072 2.78493 -1.76
C 3.06498 0.13126 2.59784 0.11
C 4.15844 0.41713 3.42438 -1.26
C 5.34902 0.79008 2.83955 -0.45
C 5.43030 0.86391 1.45408 -1.23
C 4.30527 0.54494 0.72067 -0.45
N 3.14728 0.18696 1.27254 0.72
H 1.82745 -0.30067 4.15644 0.26
H -0.47223 -0.53114 5.07327 0.37
H -1.31259 -2.30461 6.56915 0.42
H -1.61959 -4.60146 5.71527 0.38
H -1.06272 -5.13585 3.37040 0.47
H -0.18700 -3.34939 1.86716 0.08
H -2.29109 -0.44318 2.41956 0.63
H -4.07614 1.08019 2.57716 0.44
H -2.08509 4.70633 1.91109 0.97
H 0.08574 4.21930 2.50406 0.52
H 1.07704 2.05736 2.93554 0.66
H 4.05558 0.34184 4.49981 0.49
H 6.20822 1.01944 3.45644 0.42
H 6.34225 1.16123 0.95723 0.51
H 4.32819 0.57341 -0.35977 0.32
O -2.78370 -0.03034 -0.61102 -0.66
C -2.28366 1.03935 -0.40118 -1.10
N -2.98723 2.17124 -0.05204 0.58
C -2.11851 3.24202 0.31476 1.13
C -0.80299 2.51843 0.11482 -0.52
O 0.18175 3.09931 0.76195 -0.39
N -0.88535 1.31449 -0.30845 1.39
C -2.27303 4.47739 -0.56385 -0.22
C -3.39184 4.65378 -1.36902 -0.45
C -3.53356 5.80269 -2.13472 -1.00
C -2.55574 6.78343 -2.11273 -0.50
C -1.42776 6.60589 -1.32549 -1.12
C -1.28926 5.46509 -0.55245 -0.21
C -2.95845 2.98931 2.79846 3.45
C -4.30944 3.60185 2.52356 -1.29
C -5.22792 3.77856 3.50327 -0.48
C -4.90487 3.55625 4.85911 -0.87
C -3.56498 3.30308 5.20979 -0.55
C -2.60462 3.13120 4.26373 -1.04
H -3.98972 2.17120 -0.01233 0.41
H -4.15839 3.89207 -1.41760 0.36
H -4.41281 5.92443 -2.75409 0.42
H -2.66649 7.67511 -2.71561 0.40
H -0.64893 7.35723 -1.31481 0.43
H -0.39625 5.33172 0.04543 0.36
H -4.54099 3.86171 1.49559 0.20
H -6.21700 4.14162 3.25071 0.42
H -5.66166 3.65850 5.62371 0.40
H -3.28869 3.27738 6.25693 0.43
H -1.57617 2.96008 4.54515 0.25
```

Spin multiplicity: 6
E_tot, a.u.: -3321.8705
Energy above the lowest of the compared OMol25 structures with the same formula, charge and spin, kcal per mole: 116.83

---

> Which of these has the lowest energy above the lowest of the compared OMol25 structures with the same formula, charge and spin?

C57H49N7O4PRu

---

> The highest E_tot belongs to which entry?

C19H32N2O5

---

> Number 2 is which compound?

C57H49N7O4PRu